[1]
{"formula": "C5H8O", "method": "ωB97M-V with the def2-TZVPD basis set", "symbols": ["C", "C", "C", "C", "C", "O", "H", "H", "H", "H", "H", "H", "H", "H"], "positions_angstrom": [[-1.07, 0.07, 1.28], [-0.67, -0.63, 0.02], [0.75, -1.06, -0.08], [0.23, -0.07, -1.10], [0.80, 1.28, -0.87], [0.57, 2.23, -1.65], [-1.19, -0.56, 2.18], [-0.22, 0.83, 1.48], [-1.93, 0.56, 1.00], [-1.30, -1.32, -0.51], [1.15, -2.00, -0.46], [1.39, -0.37, 0.67], [-0.04, -0.30, -2.09], [1.55, 1.34, 0.12]], "total_energy_ev": -7359.8509, "relative_energy_kcal_mol": 55.45, "largest_force_ha_per_bohr": 0.0736, "charge": 0, "e_lumo_ev": 0.958, "smiles": "C[C@@H]1C[C@@H]1C=O", "homo_ev": -9.75, "gap_ev": 10.709}


[2]
{"formula": "C33H43FN7O3S4Ti", "method": "ωB97M-V with the def2-TZVPD basis set", "symbols": ["Ti", "C", "C", "N", "C", "S", "N", "N", "C", "C", "C", "C", "C", "C", "C", "N", "H", "H", "H", "H", "H", "H", "H", "H", "H", "H", "H", "H", "H", "C", "C", "S", "C", "C", "S", "C", "C", "S", "H", "H", "H", "H", "H", "H", "H", "H", "H", "H", "H", "H", "F", "C", "C", "C", "C", "O", "C", "C", "N", "C", "C", "C", "C", "C", "C", "N", "C", "C", "N", "C", "C", "C", "O", "O", "H", "H", "H", "H", "H", "H", "H", "H", "H", "H", "H", "H", "H", "H", "H", "H", "H", "H"], "positions_angstrom": [[-0.56, -1.96, 0.44], [-5.15, -2.06, 3.79], [-4.25, -0.85, 4.01], [-2.85, -1.21, 4.19], [-1.96, -1.47, 3.24], [-2.42, -1.17, 1.56], [-0.78, -1.94, 3.59], [0.03, -2.16, 2.53], [1.21, -2.62, 2.80], [1.65, -2.88, 4.20], [2.06, -2.87, 1.62], [3.37, -3.29, 1.67], [4.07, -3.46, 0.48], [3.45, -3.19, -0.73], [2.13, -2.77, -0.71], [1.45, -2.63, 0.44], [-6.18, -1.74, 3.67], [-5.10, -2.73, 4.64], [-4.85, -2.61, 2.90], [-4.55, -0.30, 4.90], [-4.32, -0.15, 3.17], [-2.54, -1.44, 5.13], [0.95, -3.57, 4.67], [1.59, -1.95, 4.78], [2.65, -3.28, 4.26], [3.85, -3.49, 2.61], [5.10, -3.80, 0.50], [3.96, -3.30, -1.67], [1.58, -2.57, -1.62], [1.04, -6.94, -2.26], [0.06, -6.16, -3.12], [-0.38, -4.51, -2.51], [-2.08, -4.69, -1.94], [-2.29, -5.22, -0.52], [-1.37, -4.40, 0.83], [-0.10, -5.58, 1.38], [0.98, -6.02, 0.41], [0.43, -7.42, -0.63], [1.99, -6.40, -2.14], [1.29, -7.88, -2.76], [-0.87, -6.72, -3.24], [0.48, -6.02, -4.12], [-2.60, -5.37, -2.62], [-2.54, -3.72, -2.06], [-2.00, -6.27, -0.44], [-3.33, -5.12, -0.24], [-0.66, -6.44, 1.77], [0.33, -5.09, 2.25], [1.85, -6.34, 0.98], [1.27, -5.21, -0.25], [2.77, 3.88, 1.25], [1.77, 3.63, 0.39], [1.27, 2.37, 0.32], [0.27, 2.06, -0.61], [-0.25, 0.72, -0.73], [0.21, -0.20, 0.05], [-1.24, 0.50, -1.69], [-1.66, 1.55, -2.49], [-1.20, 2.79, -2.38], [-1.70, 3.83, -3.28], [-3.15, 3.86, -3.63], [-2.58, 4.91, -2.73], [-0.21, 3.08, -1.45], [0.30, 4.38, -1.34], [1.29, 4.69, -0.42], [1.77, 6.01, -0.33], [2.46, 6.55, -1.49], [2.35, 8.07, -1.52], [2.88, 8.63, -0.22], [2.18, 8.02, 0.97], [2.33, 6.51, 0.92], [-1.88, -0.82, -1.95], [-2.70, -1.00, -2.79], [-1.42, -1.79, -1.14], [1.68, 1.59, 0.96], [-2.41, 1.37, -3.25], [-0.98, 4.07, -4.05], [-3.81, 3.13, -3.17], [-3.41, 4.11, -4.65], [-2.84, 4.85, -1.68], [-2.45, 5.91, -3.12], [-0.10, 5.17, -1.95], [2.02, 6.17, -2.41], [3.52, 6.26, -1.49], [1.31, 8.39, -1.59], [2.93, 8.50, -2.33], [2.76, 9.64, -0.21], [3.88, 8.45, -0.16], [1.14, 8.32, 0.91], [2.63, 8.43, 1.87], [1.79, 6.10, 1.77], [3.39, 6.24, 1.04]], "total_energy_ev": -120647.4239, "relative_energy_kcal_mol": 0.00, "largest_force_ha_per_bohr": 0.0024, "charge": 3, "e_lumo_ev": -8.119, "homo_ev": -14.33, "gap_ev": 6.210}


[3]
{"formula": "C15H18O2", "method": "ωB97M-V with the def2-TZVPD basis set", "symbols": ["C", "C", "C", "C", "C", "C", "C", "O", "H", "H", "H", "H", "H", "H", "H", "H", "C", "C", "C", "C", "C", "C", "C", "C", "O", "H", "H", "H", "H", "H", "H", "H", "H", "H", "H"], "positions_angstrom": [[-1.19, -1.66, -1.76], [2.32, -0.24, -1.66], [2.01, 1.02, -2.30], [1.21, -1.14, -1.61], [-0.04, -0.70, -1.99], [0.83, 1.40, -2.91], [-0.29, 0.53, -2.60], [3.19, 1.71, -2.74], [3.39, -0.33, -1.70], [1.32, -2.14, -1.22], [0.62, 2.33, -3.39], [3.34, 2.39, -2.07], [-2.10, -1.06, -1.84], [-1.19, -2.23, -0.82], [-1.30, 0.84, -2.78], [-1.28, -2.29, -2.64], [-1.69, -1.32, 2.53], [-0.84, -2.39, 3.25], [-1.02, -0.03, 2.12], [0.25, 0.45, 2.45], [-1.69, 0.68, 1.09], [0.86, 1.46, 1.70], [-1.16, 1.77, 0.40], [0.20, 2.04, 0.66], [0.85, 3.06, -0.08], [-1.89, -1.78, 1.54], [-2.51, -1.10, 3.19], [-0.59, -3.16, 2.52], [0.75, 0.10, 3.34], [-2.71, 0.39, 0.89], [1.92, 1.52, 1.97], [-1.59, 2.21, -0.48], [1.30, 2.47, -0.72], [-1.40, -2.88, 4.07], [0.12, -1.93, 3.60]], "total_energy_ev": -19939.5089, "relative_energy_kcal_mol": 20.23, "largest_force_ha_per_bohr": 0.0547, "charge": -1, "e_lumo_ev": [3.266, 3.253], "s_squared": 0.763, "homo_ev": [0.23, -3.79], "multiplicity": 2, "gap_ev": [3.035, 7.048]}